No. 1
# C5H13BrO3Si

One molecule with the formula C5H13BrO3Si at a distorted geometry (the ωB97M-V functional and the def2-TZVPD basis, the Open Molecules 2025 dataset).

The geometry in XYZ format:
```
23
Properties=species:S:1:pos:R:3:nbo_charge:R:1
Br 3.206 -0.064 0.047 -0.041
Si -0.286 0.402 0.154 2.315
O -1.604 -0.254 -0.560 -0.946
O -0.287 1.993 0.280 -0.921
O -0.181 -0.364 1.525 -0.928
C 0.576 0.009 2.632 -0.235
C -2.367 -1.453 -0.715 -0.224
C 1.307 -1.849 -1.035 -0.670
C -0.375 3.068 -0.623 -0.239
C 1.578 -0.352 -0.965 -0.621
H -3.257 -1.092 -1.266 0.184
H 0.663 3.462 -0.854 0.186
H 1.034 -0.893 2.958 0.181
H -0.891 3.826 -0.026 0.186
H 2.138 -2.431 -1.613 0.215
H 0.293 -1.971 -1.536 0.213
H 1.200 -2.164 0.108 0.224
H 1.666 0.174 -1.915 0.207
H -2.017 -2.326 -1.235 0.181
H 1.294 0.727 2.345 0.186
H -2.613 -1.711 0.313 0.186
H -0.985 2.965 -1.497 0.185
H -0.090 0.297 3.476 0.175
```

Properties
HOMO-LUMO gap: 9.35 eV
Electronic energy: -89459.6328 eV
ΔE to the lowest compared entry with this formula, charge and spin: 0.0 kcal per mole
SMILES: CO[Si](OC)(OC)[C@H](C)Br
LUMO level: 0.0289 Eh
Multiplicity: 1

***

No. 2
# C5H13Cl4O4P

A 3-piece molecular cluster, C5H13Cl4O4P overall at a distorted geometry (the ωB97M-V functional and the def2-TZVPD basis, the Open Molecules 2025 dataset).

The geometry in XYZ format:
```
27
Properties=species:S:1:pos:R:3:nbo_charge:R:1
Cl -1.560 4.023 4.153 -0.045
Cl 1.156 4.603 3.245 0.006
Cl -2.313 3.035 -1.882 -0.041
Cl -1.311 1.315 -4.103 -0.027
P 1.235 -2.253 -0.662 2.531
O 2.053 -2.612 0.750 -0.789
O 0.713 -0.671 -0.573 -0.793
O 1.987 -2.589 -1.864 -1.065
O -0.111 -3.161 -0.461 -0.801
C -0.070 3.390 3.380 -0.405
C -1.233 -3.098 -1.300 -0.258
C -2.649 2.331 -3.506 -0.380
C 1.714 -2.026 1.991 -0.256
C 1.577 0.332 -0.320 -0.246
H 1.625 -2.737 2.812 0.194
H -1.457 -2.102 -1.681 0.193
H -0.391 3.068 2.389 0.222
H 2.388 -1.265 2.384 0.183
H -1.983 -3.217 -0.518 0.187
H 1.461 0.563 0.738 0.159
H 1.305 1.239 -0.859 0.196
H 0.714 -1.595 1.945 0.179
H -1.402 -3.918 -1.998 0.197
H -2.896 3.068 -4.270 0.228
H 0.284 2.548 3.976 0.222
H -3.469 1.636 -3.326 0.221
H 2.633 0.090 -0.441 0.187
```

Properties
HOMO-LUMO gap: 10.91 eV
Electronic energy: -72965.4407 eV
SMILES: COP(=O)(OC)OC.ClCCl.ClCCl
LUMO level: 0.0103 Eh
Multiplicity: 1

***

No. 3
# C5H13ClN6

An isolated ion of composition C5H13ClN6 and charge +2 at a distorted geometry (the ωB97M-V functional and the def2-TZVPD basis, the Open Molecules 2025 dataset).

The geometry in XYZ format:
```
25
Properties=species:S:1:pos:R:3:nbo_charge:R:1
Cl 2.523 -1.323 -1.166 0.256
N 3.076 -1.258 1.389 -0.647
N -1.580 -0.191 -0.520 -0.581
N 2.543 0.781 0.413 -0.625
N 0.452 1.054 -0.606 -0.570
N 0.261 -0.930 0.721 -0.838
N 1.935 2.841 -0.469 -0.690
C 1.633 1.580 -0.236 0.727
C -0.326 -0.134 -0.094 0.626
C -2.586 -1.137 -0.080 -0.247
C 2.691 -0.635 0.335 0.526
C -3.976 -0.769 -0.691 -0.616
H -1.865 0.498 -1.240 0.412
H -3.644 -0.482 -1.765 0.207
H -0.230 1.761 -0.649 0.421
H -2.835 -1.030 1.010 0.230
H 1.354 3.445 -1.010 0.450
H -4.492 0.043 -0.078 0.242
H 3.145 -0.853 2.237 0.443
H 3.082 1.335 1.082 0.450
H -0.192 -1.693 1.275 0.428
H -2.153 -2.111 -0.429 0.219
H -4.603 -1.742 -0.575 0.266
H 3.147 -2.321 1.125 0.479
H 2.639 3.268 0.020 0.430
```

Properties
Total charge: +2
HOMO-LUMO gap: 8.13 eV
Electronic energy: -26841.2969 eV
SMILES: [H]/N=C(\NCC)NC(=[NH2+])NC(=[NH2+])Cl
LUMO level: -0.3050 Eh
Multiplicity: 1

***

No. 4
# C5H13ClNOP

A 2-piece molecular cluster, C5H13ClNOP overall at a distorted geometry (the ωB97M-V functional and the def2-TZVPD basis, the Open Molecules 2025 dataset).

The geometry in XYZ format:
```
22
Properties=species:S:1:pos:R:3:nbo_charge:R:1
Cl -2.527 -2.259 -0.268 -0.930
P 1.077 0.509 -0.293 1.925
O 1.701 1.737 0.184 -0.979
N -0.138 0.812 -1.361 -0.686
C 1.662 -1.653 1.447 -0.648
C -0.037 0.145 2.035 -0.670
C -0.730 -0.269 -2.097 -0.400
C 0.488 -0.823 1.035 -0.346
C -0.804 2.120 -1.504 -0.425
H -0.245 -0.513 2.963 0.263
H -0.379 -1.321 0.602 0.331
H -0.833 2.341 -2.637 0.216
H -0.267 -1.179 -1.806 0.227
H -0.135 2.783 -0.918 0.241
H -0.978 0.531 1.705 0.250
H -0.550 0.029 -3.186 0.190
H -1.702 -0.357 -1.887 0.253
H -1.850 2.008 -1.140 0.238
H 0.647 0.850 2.453 0.239
H 1.972 -2.179 0.526 0.235
H 1.242 -2.383 2.263 0.256
H 2.384 -0.927 1.887 0.222
```

Properties
HOMO-LUMO gap (alpha / beta): 4.62 / 4.62 eV
Electronic energy: -30742.4796 eV
ΔE to the lowest compared entry with this formula, charge and spin: 90.7 kcal per mole
LUMO level (alpha / beta): -0.1122 / -0.1121 Eh
Multiplicity: 1

***

No. 5
# C5H13FGaN2O3

C5H13FGaN2O3 as an isolated structure (the ωB97M-V functional and the def2-TZVPD basis, the Open Molecules 2025 dataset).

The geometry in XYZ format:
```
25
Properties=species:S:1:pos:R:3:nbo_charge:R:1
Ga 0.339 -1.672 -0.256 1.813
F 1.484 -0.536 0.558 -0.774
O 1.761 -3.341 1.600 -0.407
O -1.183 -0.697 -0.610 -0.946
O -0.260 -2.939 1.102 -0.659
N 1.710 -1.598 -2.817 -0.855
N 0.617 -3.389 1.964 0.334
C -0.327 2.796 1.972 -0.607
C -1.445 0.350 0.291 -0.043
C -1.143 2.864 0.683 -0.388
C -0.912 1.670 -0.239 -0.420
C 1.151 -2.581 -1.834 -0.759
H -0.522 3.651 2.618 0.188
H 1.283 -1.737 -3.722 0.337
H -1.388 1.849 -1.204 0.191
H -1.006 0.142 1.273 0.150
H 0.422 -3.220 -2.333 0.181
H -2.207 2.977 0.909 0.179
H 0.734 2.768 1.725 0.208
H -0.539 1.881 2.523 0.208
H 2.701 -1.750 -2.936 0.340
H 1.942 -3.231 -1.457 0.192
H 0.164 1.551 -0.387 0.217
H -2.532 0.426 0.433 0.135
H -0.844 3.767 0.143 0.185
```

Properties
Total charge: -1
HOMO-LUMO gap: 8.40 eV
Electronic energy: -69613.6667 eV
ΔE to the lowest compared entry with this formula, charge and spin: 0.0 kcal per mole
LUMO level: 0.1360 Eh
Multiplicity: 1